{
  "formula": "C39H45N2O6PbTe",
  "method": "ωB97M-V/def2-TZVPD",
  "lumo_energy_ev": [-1.59, -2.50],
  "spin_multiplicity": 2,
  "gap_ev": [5.6, 4.7],
  "e_tot_ha": -2534.82124,
  "s2": 0.788,
  "homo_energy_ev": [-7.19, -7.19],
  "elements": ["C", "O", "O", "C", "H", "C", "H", "C", "H", "H", "C", "H", "H", "H", "C", "O", "H", "H", "H", "H", "H", "C", "C", "C", "C", "N", "C", "Pb", "H", "H", "O", "C", "H", "H", "C", "C", "C", "H", "C", "H", "C", "C", "C", "C", "C", "C", "C", "C", "H", "C", "H", "C", "H", "C", "H", "N", "H", "H", "H", "H", "H", "H", "O", "C", "H", "C", "C", "H", "H", "H", "H", "O", "H", "C", "H", "C", "C", "H", "C", "H", "H", "H", "H", "C", "H", "H", "C", "H", "C", "C", "C", "Te", "H", "H"],
  "coordinates": [[1.58867, -4.83503, 1.71176], [1.81514, -2.62203, -3.50302], [-1.67091, -7.82369, -3.43234], [0.32522, -4.87452, -2.90592], [1.32022, -5.82823, 1.29426], [0.82386, 2.82583, 0.63244], [-3.63029, -5.85774, 2.46402], [-2.06565, -0.34543, 3.81562], [-3.43754, 2.35627, -3.16376], [-0.17863, 5.55861, -1.03856], [-1.93297, -4.22722, -1.50475], [2.87825, 1.49799, -5.05178], [2.88219, 4.03360, 4.66419], [3.37005, 1.16792, 0.19044], [1.23349, 3.61980, -2.98408], [-1.79759, 0.07443, -1.40071], [0.96463, -5.76305, 3.47110], [-2.77307, -5.99819, -2.33604], [-3.71047, -1.28136, 1.30337], [-4.26060, 0.04220, 2.47402], [-2.93405, -4.00795, -1.01421], [1.37263, 3.69216, 3.25653], [-1.88659, -5.37369, -2.25454], [3.01600, 4.16466, -4.50578], [-3.33513, -3.81610, 2.88969], [-1.28631, 2.33721, -1.92915], [2.16829, 2.84771, 1.10622], [-0.27239, -1.26898, -0.12769], [4.25460, 2.60586, 0.67209], [1.42640, 3.29470, 5.37624], [1.55382, -1.85767, -1.36117], [-3.38899, 1.35822, -2.69931], [1.41791, 6.96346, -3.55131], [1.27625, -5.04440, -3.33769], [-2.88283, -5.09699, 2.70144], [0.87029, 5.01181, -2.90185], [2.77312, 5.51455, -4.36208], [-0.75213, 3.83457, 3.48892], [-0.60871, -4.42115, 2.96315], [1.72089, -2.74976, 3.69707], [-0.22044, 3.13692, 1.52631], [1.27163, -2.61541, -2.41198], [-4.08699, -1.03865, 2.35271], [1.77742, 4.02792, 4.66076], [3.29094, 2.30122, 0.24815], [0.88944, -4.71624, 3.10409], [-1.03807, -3.04917, 3.00256], [1.64612, 5.90499, -3.61810], [1.02050, -3.76273, 5.03411], [-3.08265, -1.43855, 3.40669], [1.39137, 5.02241, 4.97343], [3.59995, 6.59133, -4.97378], [-2.29977, 3.26939, 1.98918], [0.06355, 3.59240, 2.82296], [-5.04364, -1.59816, 2.50414], [-0.89379, -3.36713, -1.39822], [2.66447, -4.90472, 1.78538], [1.27502, -4.02900, 1.02807], [4.52992, 6.19762, -5.38066], [-1.90227, 2.03445, 0.71170], [-3.62128, -1.62049, 4.36945], [3.79343, 7.42366, -4.31165], [0.58389, -7.50642, -3.86256], [-1.55222, -5.42914, 2.69769], [-4.39794, -3.60940, 2.85284], [-1.67085, 3.01182, 1.12883], [2.45232, 1.70118, -4.06745], [3.13627, 1.21216, -3.33694], [3.06560, 7.04082, -5.81449], [-4.19890, 1.21233, -1.92948], [3.91097, 3.85924, -5.07639], [-0.23662, -2.06587, 2.79845], [1.55527, 1.09100, -3.97850], [1.59223, -3.78065, 4.08593], [-0.86597, 6.30640, -2.49169], [0.16904, -3.65023, -2.23029], [-0.35975, 5.38417, -2.11018], [-1.99221, 3.69679, 0.28674], [2.40721, 3.30177, 2.40138], [-2.66947, 0.50243, 4.12567], [2.60433, -4.16288, 4.30048], [-1.08922, 4.54192, -2.16283], [-1.48870, -0.60382, 4.69495], [-0.71985, -5.79186, -2.89955], [3.46355, 3.35206, 2.67717], [-1.35698, -0.10083, 3.01893], [-2.45837, -2.80576, 3.15731], [-3.44721, 0.55900, -3.46799], [2.23215, 3.18213, -3.86119], [-0.57051, -7.19489, -3.46459], [-2.03267, 1.24651, -1.93278], [0.65268, 2.17578, -1.46067], [3.23598, 2.67779, -0.80122], [-1.22592, -6.42398, 2.49036]],
  "forces_ev_per_angstrom": [[-1.0, -0.5, 0.0], [0.1, 0.7, 1.1], [1.4, 0.3, -0.2], [-1.0, 1.2, 1.1], [-0.2, 0.8, -0.2], [0.8, 0.5, 0.4], [0.3, 0.0, 0.1], [-0.6, 0.1, -0.5], [-0.2, -0.5, 0.2], [0.3, 0.0, -0.2], [-1.3, 0.6, 0.7], [0.0, 0.1, 0.1], [-0.6, 0.2, 0.4], [-0.6, 1.3, 0.2], [0.2, 1.4, 0.8], [0.2, 1.5, -0.5], [-0.2, 0.7, 0.3], [0.3, 0.0, 0.1], [-0.5, 0.5, 1.2], [-0.2, -0.4, -0.4], [1.6, 0.1, -0.3], [0.8, -0.6, 0.1], [-0.2, -0.5, -0.3], [0.6, -0.6, -0.3], [-0.2, 0.5, 0.6], [-0.3, -0.7, -0.1], [-0.9, -0.5, -0.6], [0.1, -0.9, -0.6], [-0.1, 0.1, -0.2], [-0.1, -0.2, 0.1], [-1.0, 0.3, -0.4], [0.5, 0.1, 1.0], [-0.1, 0.0, 0.0], [0.5, -0.4, -0.7], [-1.1, -1.5, -1.0], [0.1, -1.4, 0.2], [-0.9, 0.1, 0.7], [-0.1, 0.0, 0.0], [0.8, -1.1, -0.5], [-0.3, -0.7, 0.3], [-0.5, 0.4, -0.8], [0.1, -0.6, -0.2], [-0.3, -0.2, -1.0], [0.3, 1.1, -0.1], [0.6, -0.5, -0.3], [0.0, -0.8, -0.7], [0.2, 1.3, -0.1], [-0.1, 0.0, 0.2], [0.4, 0.2, -0.4], [1.3, -0.6, 1.9], [0.3, -0.6, -0.1], [0.1, -0.1, -0.9], [0.0, -0.4, -0.2], [0.4, -0.4, -0.7], [0.7, 0.6, -0.3], [0.9, 0.1, -1.3], [0.4, 0.5, 0.2], [0.3, -0.3, 0.1], [0.1, 0.1, 0.1], [-0.1, -0.3, 0.4], [0.0, 0.2, -0.6], [0.2, 0.0, 0.4], [-1.4, 0.4, 0.6], [1.6, 1.5, 0.7], [0.0, -0.1, 0.1], [-0.5, 1.1, -0.9], [0.9, -0.6, 0.2], [-0.1, 0.6, -0.3], [-0.1, -0.1, -0.1], [0.7, 0.2, -0.9], [-0.7, 0.0, 0.1], [-0.9, -1.6, 0.0], [-0.3, 0.3, -0.2], [0.4, 0.2, 0.2], [0.6, -0.7, 0.2], [-0.5, -0.5, 0.8], [-0.9, 0.3, 0.0], [0.7, -0.4, 0.9], [0.1, -0.2, -1.0], [0.1, 0.5, -0.2], [-0.4, 0.0, 0.0], [0.5, 0.7, 0.0], [0.2, -0.4, 0.1], [0.5, 0.9, 0.6], [-0.4, 0.0, 0.3], [-0.3, 0.2, 0.2], [-0.6, 1.0, -0.7], [0.1, 0.5, 0.6], [0.0, -0.1, 0.7], [-0.4, -1.2, -0.7], [-0.1, -1.3, -0.1], [-1.1, -0.4, -0.2], [0.2, -0.2, 0.7], [0.2, -0.5, 0.1]],
  "mulliken_charge": [-1.175, -0.617, -0.724, -0.750, 0.371, 0.287, 0.376, -1.622, 0.326, 0.250, -0.468, 0.468, 0.335, 0.235, 0.157, -0.551, 0.486, 0.459, 0.198, 0.405, 0.312, 0.696, -0.625, -0.820, -0.836, -0.289, 0.606, 2.097, 0.456, 0.302, -0.831, -1.192, 0.428, 0.594, -0.632, 0.578, 0.855, 0.390, 0.053, 0.174, 1.347, 0.104, -1.168, -1.338, -1.468, 0.409, 1.104, -0.579, 0.349, 0.936, 0.330, -1.627, 0.416, -0.933, 0.381, 0.134, 0.423, 0.092, 0.371, 0.017, 0.220, 0.375, -0.708, -0.851, 0.356, -1.058, -1.820, 0.336, 0.342, 0.272, 0.354, -0.711, 0.386, -1.500, 0.428, 0.766, -1.242, 0.231, -1.187, 0.530, 0.437, 0.203, 0.393, 0.162, 0.251, 0.169, -0.016, 0.305, 0.812, 0.455, 0.495, -0.001, 0.194, 0.558]
}

---

{
  "formula": "C20H29NO5PS",
  "method": "ωB97M-V/def2-TZVPD",
  "smiles": "CCOCCOc1c(CCCCOC)[nH+]cc2cc(CC(=O)O)cc([PH2]=S)c12",
  "lumo_energy_ev": -4.67,
  "total_charge": 1,
  "gap_ev": 6.7,
  "e_tot_ha": -1949.70598,
  "homo_energy_ev": -11.37,
  "elements": ["O", "C", "H", "H", "C", "C", "P", "H", "H", "H", "C", "C", "H", "C", "H", "H", "H", "O", "H", "C", "H", "N", "H", "C", "O", "C", "H", "H", "H", "H", "H", "H", "C", "C", "C", "H", "H", "H", "H", "C", "H", "H", "C", "H", "C", "H", "S", "H", "C", "C", "C", "H", "C", "H", "O", "C", "O"],
  "coordinates": [[-4.09325, 2.03258, -1.82019], [4.26619, 3.34147, -1.11905], [1.74691, 4.01573, -0.40526], [-3.50375, -1.68896, 0.77222], [1.94247, 2.96062, -0.28099], [1.14916, 0.69408, 0.39454], [3.18084, -1.47229, 0.39618], [-2.73870, 0.43410, 2.59582], [4.40297, 0.70778, -0.57626], [-2.50678, 0.03212, -1.06464], [-4.13387, 1.40341, -0.57135], [-0.61622, -2.24136, 0.04061], [-5.18630, 1.23296, -0.36030], [-1.13173, 0.50344, 1.21063], [-0.24032, -3.60190, -1.52152], [3.07300, -2.12508, -0.84213], [-4.40468, -0.31912, 1.28400], [4.90816, 2.87160, -3.35439], [-2.00427, 2.05701, -1.65318], [-0.10304, -4.53849, 2.63564], [-2.10863, 2.28280, 1.35434], [-1.23646, 1.85294, 1.07394], [-4.11745, -0.58892, -1.20070], [-0.29228, 2.63287, 0.58595], [-0.24578, -4.64220, 0.18830], [0.10489, -3.47241, -0.49610], [0.37878, -3.65060, 3.03749], [-2.79512, 3.60803, -2.03424], [-0.86878, -1.60234, -0.79766], [1.55104, -4.47421, 1.22858], [-3.76665, 2.04779, 0.24148], [-0.49144, 3.68849, 0.50869], [0.05542, -0.10589, 0.85200], [-2.82134, 2.53151, -2.20034], [2.47565, 0.20909, 0.12335], [-1.50386, -2.60946, 0.53849], [-1.95003, -1.06624, 2.29019], [5.25491, 3.00910, -0.83053], [-0.01742, -5.33189, 3.36916], [3.17063, 2.45609, -0.59023], [2.44732, -2.14048, 1.37232], [0.72226, -6.02710, 1.29652], [-2.32910, -0.17636, 1.79605], [4.11495, 4.33667, -0.70797], [4.17972, 3.43738, -2.62686], [2.34087, 3.79145, -2.99876], [5.05665, -1.37141, 0.92482], [1.17960, -3.33434, -0.54854], [-3.47580, 0.02437, -0.57167], [-3.46660, -0.60975, 0.81362], [0.57741, -4.95342, 1.31866], [-1.14541, -4.34233, 2.41745], [3.40987, 1.08536, -0.36874], [-2.67386, 2.30709, -3.25144], [0.16077, -1.44857, 1.00589], [0.93720, 2.09166, 0.22184], [3.18130, 4.25554, -3.09572]],
  "forces_ev_per_angstrom": [[0.3, 0.0, 0.0], [-0.3, 0.5, 0.3], [-0.2, 0.1, 0.1], [0.1, -0.2, -0.2], [0.2, -0.4, 0.0], [0.7, -0.4, 0.0], [1.8, 0.2, 0.5], [0.0, 0.3, 0.0], [0.1, 0.0, 0.1], [0.3, 0.1, 0.1], [-0.2, -0.3, 0.0], [0.4, -0.1, 0.0], [-0.2, 0.2, 0.1], [-0.2, -0.1, 0.0], [-0.1, 0.0, -0.1], [-0.7, -0.1, 0.1], [-0.1, -0.1, 0.1], [0.9, -0.6, -0.8], [0.0, -0.1, 0.1], [0.6, 0.0, -0.5], [-0.1, 0.0, 0.0], [0.2, 0.3, -0.1], [0.0, -0.1, -0.2], [0.2, -0.1, 0.0], [0.6, 0.0, 0.0], [-0.5, 0.0, 0.1], [-0.2, 0.2, 0.1], [0.1, 0.1, 0.0], [-0.1, 0.3, -0.1], [0.2, 0.0, -0.2], [0.1, 0.2, -0.1], [-0.1, 0.1, 0.0], [-0.5, 0.3, 0.2], [-0.3, -0.1, 0.1], [-0.7, 0.0, -0.1], [-0.3, 0.1, 0.1], [0.0, -0.1, 0.1], [0.1, -0.3, 0.0], [-0.1, 0.0, 0.2], [-0.1, 0.3, 0.1], [-0.5, 0.0, -0.3], [0.0, -0.2, -0.1], [0.1, -0.7, -0.2], [0.1, 0.1, 0.0], [-0.4, 0.2, 0.4], [-0.1, 0.2, -0.1], [-0.3, 0.0, -0.1], [0.3, 0.1, 0.1], [-0.4, -0.2, -0.1], [0.1, 0.6, 0.3], [-0.6, 0.0, 0.3], [-0.2, 0.0, 0.2], [0.0, -0.3, 0.0], [0.0, 0.1, -0.2], [0.3, -0.1, -0.6], [-0.3, 0.2, 0.0], [-0.3, 0.0, 0.1]],
  "mulliken_charge": [-0.390, -1.079, 0.544, 0.471, -1.095, -0.169, 0.457, 0.690, 0.347, 0.198, -0.551, -0.079, 0.431, 0.367, 0.338, 0.120, 0.432, -0.444, -0.037, -0.924, 0.456, 0.153, 0.424, -0.884, -0.477, -0.860, 0.205, 0.283, 0.408, 0.068, 0.142, 0.494, 1.488, -0.375, 0.729, 0.143, 0.239, 0.470, 0.395, -0.223, 0.031, 0.438, -1.739, 0.387, 0.549, 0.343, -0.367, 0.300, -0.469, -0.694, -0.082, 0.215, -1.042, 0.286, -0.495, 0.913, -0.479]
}

---

{
  "formula": "C5H6",
  "method": "ωB97M-V/def2-TZVPD",
  "smiles": "C#C/C=C/C",
  "lumo_energy_ev": 1.15,
  "gap_ev": 10.1,
  "e_tot_ha": -194.02952,
  "homo_energy_ev": -8.96,
  "elements": ["C", "H", "C", "H", "H", "H", "H", "C", "C", "H", "C"],
  "coordinates": [[0.01673, 1.39905, -1.25095], [-0.62821, 0.58928, 1.14505], [-0.19427, 2.46969, -1.75823], [0.73442, -0.65062, -1.28771], [-0.89828, -2.01328, 1.43432], [0.65915, -2.19370, 0.56734], [0.57132, -1.43978, 2.19626], [0.25266, 0.11620, -0.66513], [0.06354, -1.52769, 1.21697], [-0.43687, 3.43628, -2.17137], [-0.14019, -0.18543, 0.57345]],
  "forces_ev_per_angstrom": [[0.0, 0.2, -0.2], [-0.1, 0.1, 0.2], [-0.2, 0.3, 0.0], [-0.1, 0.4, 0.2], [0.2, 0.1, -0.1], [-0.3, 0.3, 0.3], [-0.1, 0.0, -0.5], [0.0, -0.4, -0.1], [0.2, -0.1, 0.1], [0.2, -0.6, 0.2], [0.3, -0.3, -0.1]],
  "mulliken_charge": [-0.516, 0.342, 0.394, 0.239, 0.280, 0.295, 0.290, -0.810, -1.047, 0.397, 0.137]
}

---

{
  "formula": "C11H30F2N2O4PS2Si2",
  "method": "ωB97M-V/def2-TZVPD",
  "lumo_energy_ev": -3.89,
  "total_charge": 1,
  "gap_ev": 5.8,
  "e_tot_ha": -2764.00184,
  "homo_energy_ev": -9.69,
  "elements": ["C", "O", "H", "H", "S", "C", "H", "H", "H", "F", "H", "S", "H", "C", "H", "H", "N", "H", "C", "H", "C", "C", "H", "N", "H", "Si", "C", "C", "H", "O", "H", "H", "H", "F", "H", "H", "C", "H", "H", "H", "H", "H", "O", "Si", "H", "H", "H", "O", "C", "C", "P", "H", "H", "H"],
  "coordinates": [[-2.55075, 1.87516, -3.77478], [1.67899, 4.49346, -1.24189], [0.62547, -0.32404, 3.61370], [-0.72400, -4.10436, 3.75014], [-4.52426, 1.06915, -0.01055], [2.87403, 0.67997, -1.41805], [1.57954, 1.81857, 1.20992], [1.72809, -0.08463, 2.26372], [0.36464, 2.96424, 1.70961], [-2.23919, -0.61350, -0.65366], [3.65586, -5.21062, 3.99273], [0.27546, 4.23644, -1.11523], [-0.21002, -5.25544, 5.02008], [-0.41429, -4.21496, 4.78557], [-1.64732, 0.29877, -4.89862], [-3.79248, 0.36498, -3.11920], [0.85068, -3.42091, 4.97152], [0.97471, -1.19010, -2.95950], [1.99748, -3.93360, 4.03392], [-0.76289, 1.32154, 2.82463], [0.68054, -0.25824, 2.51955], [0.51303, -0.22033, -3.14810], [-2.01103, 2.64641, -3.22069], [-2.91194, 0.78454, -2.84212], [3.27628, -0.08194, -2.08854], [-0.05174, 2.08016, -0.54209], [-0.23069, 0.86188, 1.99093], [2.74870, -5.09326, 4.57994], [0.72503, 0.09830, -4.16666], [2.08662, -3.34513, 3.02356], [2.95126, 0.30704, -0.39631], [-0.31861, 2.97314, -5.55541], [0.12145, 2.14337, -4.07686], [-0.12898, 4.99409, 0.24859], [-1.17431, -3.82263, 5.45460], [0.41382, -1.23334, 2.10594], [-0.31816, 1.99795, -5.06618], [2.99524, -4.96091, 5.63311], [-0.56448, -0.31380, -3.01297], [3.46883, 1.58466, -1.52987], [-4.42381, 2.40684, -0.06229], [-1.00973, 0.41181, 1.36792], [-1.66863, 1.95448, -0.71013], [-2.75982, 0.82454, -1.16007], [0.35062, 1.35279, -5.64040], [2.14644, -5.99978, 4.48467], [0.69049, -2.45019, 4.68512], [-0.66925, 4.69338, -2.08661], [0.49759, 1.99497, 1.22508], [-1.71603, 1.38827, -4.97150], [1.15484, 1.00345, -1.95472], [1.13107, -3.42850, 5.95288], [-2.25899, 1.59615, -5.89748], [-3.47537, 2.33972, -4.12693]],
  "forces_ev_per_angstrom": [[-0.1, 0.1, 0.0], [-0.1, 0.0, -0.1], [0.0, 0.0, 0.0], [0.0, 0.0, 0.0], [0.0, 0.0, 0.1], [0.0, -0.2, 0.1], [0.0, 0.0, 0.0], [0.0, 0.0, 0.0], [-0.1, 0.0, 0.0], [0.0, 0.1, -0.1], [0.0, 0.0, 0.0], [0.1, 0.1, 0.1], [0.0, 0.0, 0.0], [0.1, 0.1, 0.0], [0.0, 0.1, 0.0], [0.2, -0.2, -0.1], [0.0, -0.1, -0.1], [-0.1, 0.0, 0.0], [-0.2, 0.1, 0.3], [0.0, -0.1, 0.0], [0.1, -0.1, 0.0], [0.0, -0.4, 0.4], [0.0, 0.0, 0.0], [-0.3, 0.3, 0.0], [0.0, 0.1, 0.0], [0.0, 0.1, 0.2], [-0.2, 0.1, 0.0], [0.1, 0.0, -0.1], [0.0, -0.1, 0.2], [0.1, 0.0, -0.2], [0.0, 0.0, 0.0], [-0.1, 0.0, 0.0], [0.0, 0.1, -0.2], [-0.1, -0.1, -0.1], [0.0, 0.0, 0.0], [0.0, 0.0, 0.0], [0.0, 0.2, -0.1], [0.0, 0.0, 0.0], [0.0, -0.1, -0.1], [0.0, 0.0, 0.0], [-0.1, 0.0, -0.1], [0.1, 0.0, 0.1], [0.1, -0.3, -0.2], [0.0, -0.1, 0.2], [0.0, 0.1, -0.1], [0.0, 0.0, 0.0], [0.0, 0.0, 0.0], [0.2, 0.0, 0.0], [0.2, -0.1, 0.1], [-0.1, -0.1, -0.2], [0.2, 0.4, -0.5], [0.0, 0.0, 0.0], [0.0, -0.1, 0.0], [0.1, 0.0, 0.0]],
  "mulliken_charge": [-0.344, -0.601, 0.188, 0.345, -0.370, -1.208, 0.458, 0.332, 0.467, -0.270, 0.340, 1.122, 0.353, -0.804, 0.358, 0.342, -0.071, 0.492, 0.630, 0.328, -1.047, -0.987, 0.135, -0.251, 0.394, 0.107, -0.262, -1.146, 0.341, -0.343, 0.277, 0.388, 0.140, -0.277, 0.370, 0.358, -1.271, 0.383, 0.074, 0.349, 0.125, -0.003, -0.174, 0.224, 0.362, 0.336, 0.197, -0.587, -0.769, -0.395, 0.662, 0.429, 0.355, 0.420]
}